120
Properties=species:S:1:pos:R:3:lowdin_charge:R:1 method="wB97M-V/def2-TZVPD" energy_ev=-271648.68726 gap_ev=6.800 relative_energy_ev=1.725 e_homo_ev=-12.31 total_charge=+2
C 2.08 -3.00 0.64 -0.33
C -1.59 3.64 -3.84 -0.24
H 6.78 1.66 -2.40 0.11
C 1.66 -4.26 1.08 -0.10
C -3.08 5.65 0.29 -0.07
H 4.55 0.74 -2.85 0.10
H -1.72 -3.16 -2.17 0.05
H -4.26 0.57 -3.16 0.01
C 1.10 -6.56 -3.24 -0.23
H -1.04 -6.52 -3.26 0.13
H 3.00 2.84 0.57 0.07
H -2.00 -4.50 -1.06 0.09
C 2.05 1.04 4.80 -0.17
C -3.92 1.51 -3.58 -0.23
H -5.96 -2.37 0.21 0.11
H -0.90 -0.39 -3.46 -0.01
H 4.18 -4.14 -2.73 0.10
H 1.69 -8.62 -3.27 0.09
H 0.45 -0.31 5.38 0.08
H 3.89 -4.67 3.59 0.12
H 4.04 -1.04 -0.26 0.08
H 4.49 -0.68 1.40 0.09
C -1.73 -1.59 2.12 -0.15
C -3.22 0.34 -0.29 -0.36
O -0.71 -2.60 0.23 -0.30
C -2.49 -2.74 2.32 0.01
Se 1.97 0.87 -1.64 0.70
C 0.37 4.23 1.27 -0.15
H -0.74 4.07 -3.32 -0.01
N -0.01 -0.52 0.74 -0.15
H -2.82 0.26 4.73 0.11
C -0.14 -6.00 -2.96 0.01
C -5.19 -1.63 0.08 -0.07
C 1.53 1.29 3.45 -0.09
Ge -2.06 1.87 -3.17 0.69
H 0.36 8.02 -1.04 0.12
C 3.63 1.71 -1.17 -0.60
H -4.03 1.48 -4.66 0.03
H -1.27 0.33 -5.03 0.03
C 0.75 4.06 -0.98 -0.17
H -4.19 -2.70 -1.48 0.10
H 3.22 -6.24 -3.15 0.13
N 0.61 3.42 0.21 -0.11
C -2.91 4.44 2.35 -0.08
H -4.18 -1.77 5.08 0.12
H -4.32 1.43 1.22 0.09
C 0.91 -4.13 -1.91 -0.36
C 2.30 -4.86 2.15 -0.05
C 0.66 5.41 -1.14 0.01
C -0.92 0.55 -4.02 -0.25
C -1.84 -0.51 2.99 -0.04
C 6.16 2.75 -0.65 -0.07
H 0.11 0.92 -4.09 -0.01
C -0.26 -4.77 -2.31 -0.28
C -3.19 5.62 1.67 -0.08
H -2.43 4.32 -3.76 0.02
C -2.70 4.52 -0.41 -0.10
C 4.70 1.39 -2.00 -0.14
C 3.67 -1.00 0.76 -0.06
H -3.97 -3.69 3.54 0.12
H 2.53 1.96 5.13 0.13
H -2.33 -4.68 -2.79 0.09
C 2.24 -5.85 -2.89 0.01
H -2.35 2.40 2.20 0.09
H 1.98 -5.83 2.49 0.12
C 5.09 3.07 0.17 -0.07
H 7.14 3.15 -0.45 0.11
C 3.37 -4.21 2.76 -0.04
H -6.00 -0.30 1.55 0.11
H -3.50 6.50 2.21 0.11
C -4.24 0.52 0.64 -0.10
H 4.61 -2.47 2.76 0.12
C -5.21 -0.46 0.83 -0.07
C 3.46 -3.90 -1.96 -0.05
C -2.54 3.31 1.64 -0.16
Ge -1.87 1.70 -0.72 0.88
C 5.96 1.91 -1.74 -0.06
Ti 0.45 1.25 0.32 0.51
N 0.27 7.56 -0.15 0.18
H -4.55 2.31 -3.18 0.03
H 0.07 8.14 0.64 0.12
H -2.47 -0.99 -1.81 0.08
C -0.79 -1.51 1.01 -0.52
H -3.01 4.41 3.42 0.11
C 2.17 -4.62 -2.23 -0.29
H 0.96 3.42 -1.83 0.07
C -1.64 -4.25 -2.06 -0.05
H 0.84 -4.78 0.61 0.11
H -2.40 -3.57 1.64 0.12
C 0.94 0.59 5.75 -0.07
C -3.22 -0.84 -1.04 -0.17
C -3.37 -2.80 3.39 -0.04
H -1.32 3.55 -4.90 0.03
C -4.20 -1.81 -0.87 -0.08
H 3.89 -4.18 -0.99 0.10
C 3.77 -2.96 2.30 -0.03
H 2.89 -0.22 0.78 0.01
H 1.83 -7.81 -4.83 0.09
H 1.38 0.37 6.72 0.09
H 0.79 5.84 -2.13 0.13
C -3.49 -1.72 4.25 -0.05
H 2.83 0.29 4.69 0.13
C 3.83 2.55 -0.08 -0.13
N 1.10 1.50 2.40 0.15
C 1.22 -7.89 -3.93 -0.03
C -2.72 -0.57 4.06 -0.06
C 0.26 5.59 1.21 0.01
C 3.14 -2.32 1.23 -0.29
H 0.06 6.15 2.11 0.13
H 5.24 3.73 1.01 0.11
C 0.39 6.23 -0.03 -0.30
Te 0.88 -2.26 -0.96 1.90
H 0.25 3.73 2.23 0.10
C -2.42 3.32 0.25 -0.36
H -2.62 4.58 -1.49 0.08
H 0.20 1.37 5.88 0.09
H -3.31 6.56 -0.25 0.11
H 0.24 -8.28 -4.21 0.08
H -1.23 0.38 2.84 0.08
H 3.38 -2.80 -1.96 0.05